ORCA calculation (the ωB97M-V functional and the def2-TZVPD basis) on a structure of composition C13H11BF10GaN3O4S4SeSi at a distorted geometry.

```
49
Properties=species:S:1:pos:R:3:lowdin_charge:R:1
Ga 0.97 -0.16 -0.16 -0.102
F 3.07 2.31 4.45 0.121
C 3.25 2.00 3.16 -0.666
F 2.65 2.92 2.42 0.131
F 4.56 2.03 2.91 0.134
S 2.59 0.31 2.79 0.596
O 2.46 0.34 1.34 -0.392
O 3.56 -0.58 3.34 -0.250
N 1.27 0.29 3.62 -0.286
S -0.22 0.39 3.14 0.558
O -0.39 0.74 1.76 -0.370
O -1.05 -0.61 3.73 -0.261
C -0.72 1.94 4.01 -0.674
F -2.00 2.20 3.76 0.129
F -0.58 1.81 5.34 0.125
F 0.02 2.98 3.61 0.133
S 0.82 -2.14 1.18 0.790
C -0.66 -2.84 0.64 -0.625
C -1.19 -3.93 1.34 -0.057
C -2.34 -4.58 0.92 -0.206
C -2.83 -5.70 1.66 -0.195
N -3.23 -6.59 2.27 0.135
C -3.00 -4.13 -0.24 -0.209
C -2.50 -3.03 -0.92 -0.069
C -1.35 -2.36 -0.50 -0.631
S -0.81 -0.99 -1.42 0.745
C -4.17 -4.80 -0.73 -0.199
N -5.11 -5.34 -1.13 0.132
H -0.68 -4.27 2.23 0.114
H -3.02 -2.68 -1.80 0.109
F 4.11 0.13 -1.73 0.125
B 3.26 -0.85 -2.21 -1.246
F 3.96 -1.92 -2.76 0.121
F 2.35 -0.33 -3.13 0.101
F 2.48 -1.38 -1.07 0.009
C -1.86 3.16 -2.07 -0.234
Si -0.15 2.57 -2.61 0.143
C -0.34 1.23 -3.90 -0.231
C 0.74 4.02 -3.41 -0.247
Se 1.07 2.14 -0.75 0.552
H -2.40 3.63 -2.90 0.019
H -1.76 3.88 -1.26 0.019
H -2.44 2.32 -1.70 0.024
H -0.55 1.70 -4.87 0.025
H -1.16 0.55 -3.65 -0.016
H 0.57 0.64 -3.98 0.014
H 0.13 4.45 -4.22 0.019
H 1.69 3.69 -3.82 0.026
H 0.94 4.81 -2.68 0.016
```

Kohn-Sham gap, eV: 7.216
Charge: -2
HOMO energy, eV: -2.852
ΔE to the lowest compared entry with this formula, charge and spin, kcal/mol: 14.3
Maximum force, eV Å⁻¹: 1.3


ORCA calculation (the ωB97M-V functional and the def2-TZVPD basis) on a structure of composition C13H11Cl2N5O3RuS3.

```
38
Properties=species:S:1:pos:R:3:lowdin_charge:R:1
Ru -0.04 -0.08 0.08 0.934
O 2.01 -0.54 0.39 -0.293
N 2.85 0.51 0.33 -0.186
C 4.15 0.24 0.61 -0.030
C 5.10 1.22 0.59 -0.063
C 4.70 2.52 0.26 -0.071
C 3.39 2.77 -0.03 -0.094
C 2.42 1.75 -0.01 -0.647
S 0.79 2.04 -0.44 0.659
H 4.34 -0.80 0.83 0.137
H 6.12 0.97 0.82 0.105
H 5.43 3.32 0.24 0.108
H 3.05 3.76 -0.29 0.104
N -2.42 0.76 -2.29 0.120
C -2.81 0.81 -0.99 -0.669
N -2.02 0.51 0.01 -0.077
C -2.65 0.67 1.23 -0.311
C -3.94 1.08 1.16 -0.343
S -4.39 1.30 -0.49 1.061
C -1.82 0.39 2.39 -0.308
C -2.14 0.33 3.70 -0.342
S -0.75 -0.12 4.63 1.058
C 0.19 -0.21 3.17 -0.664
N -0.49 0.08 2.10 -0.055
N 1.50 -0.52 3.14 0.120
H -1.63 0.14 -2.48 0.068
H -3.14 0.80 -2.99 0.097
H -4.62 1.29 1.96 0.075
H -3.09 0.51 4.17 0.075
H 1.91 -0.98 3.93 0.097
H 1.87 -0.69 2.20 0.062
Cl -1.31 -3.69 -3.31 0.596
C 0.04 -3.45 -2.19 -1.011
Cl 1.58 -3.35 -3.05 0.606
C -0.18 -2.18 -1.37 -0.778
O -0.16 -2.30 -0.12 -0.065
O -0.33 -1.07 -1.96 -0.141
H 0.08 -4.31 -1.53 0.061
```

Kohn-Sham gap, eV: 7.107
HOMO energy, eV: -6.636
ΔE to the lowest compared entry with this formula, charge and spin, kcal/mol: 8.3
Maximum force, eV Å⁻¹: 0.8


ORCA calculation (the ωB97M-V functional and the def2-TZVPD basis) on a structure of composition C13H11ClIN3O4Pt at a distorted geometry.

```
34
Properties=species:S:1:pos:R:3:lowdin_charge:R:1
Pt 0.50 1.00 -0.20 1.445
N -0.83 1.28 1.36 -0.021
C -1.67 2.15 0.52 -0.186
C -0.87 3.34 0.05 -0.567
O -1.21 4.50 0.32 0.069
N 0.10 2.91 -0.74 -0.096
C 1.39 3.58 -0.53 -0.137
C 2.35 2.85 0.44 -0.610
O 3.44 3.48 0.68 0.006
O 2.02 1.71 0.86 -0.172
H -1.46 0.44 1.46 0.155
H -0.56 1.82 2.05 0.056
H -2.52 2.51 1.12 0.132
H -2.07 1.60 -0.34 0.110
H 1.29 4.62 -0.18 0.129
H 1.92 3.64 -1.49 0.124
Cl -1.18 -5.54 -0.55 0.701
C -1.07 -3.81 -0.73 -0.606
C -2.00 -3.21 -1.56 -0.188
C -1.96 -1.83 -1.74 -0.572
I -3.46 -1.06 -3.06 0.881
C -1.01 -0.98 -1.11 -0.420
O -0.99 0.29 -1.29 -0.265
C -0.07 -1.64 -0.25 -0.164
N 0.87 -0.90 0.39 -0.079
C 1.77 -1.48 1.20 -0.068
C 1.81 -2.83 1.44 -0.027
C 0.87 -3.62 0.80 0.013
C -0.10 -3.05 -0.06 -0.160
H -2.75 -3.81 -2.07 0.089
H 2.47 -0.79 1.66 0.127
H 2.55 -3.26 2.10 0.119
H 0.89 -4.69 0.99 0.101
H 1.57 0.80 -1.53 0.081
```

Kohn-Sham gap, eV: 7.215
HOMO energy, eV: -8.601
Maximum force, eV Å⁻¹: 7.4


ORCA calculation (the ωB97M-V functional and the def2-TZVPD basis) on a structure of composition C13H11ClN2O10PdS5Sb at a distorted geometry.

```
44
Properties=species:S:1:pos:R:3:mulliken_spin:R:1
Pd 0.86 0.35 -0.10 0.586
S 5.36 -1.94 -0.97 0.024
Sb 4.07 -0.15 -0.31 0.013
S 2.60 -0.85 1.45 0.289
S 2.40 -0.03 -2.11 -0.024
N -2.74 5.25 3.82 0.000
C -1.57 4.60 4.24 0.001
S -1.07 4.95 5.83 -0.001
C -0.90 3.72 3.38 -0.002
C -1.30 3.58 2.01 0.002
C -0.76 2.59 1.24 -0.002
N 0.17 1.73 1.70 0.014
C 0.65 1.92 2.94 -0.004
C 0.17 2.88 3.79 0.002
H -3.26 5.64 4.59 0.000
H -3.31 4.71 3.18 0.000
H -2.00 4.27 1.58 0.000
H -1.07 2.46 0.20 0.002
H 1.43 1.25 3.25 0.001
H 0.57 2.97 4.79 0.000
O -2.07 -1.19 2.08 0.002
Cl -1.57 -1.24 0.75 0.001
O -1.79 0.01 0.11 0.001
O -2.21 -2.29 0.04 0.003
O -0.15 -1.50 0.81 0.029
O 1.89 -1.96 -1.71 -0.009
C 0.63 -2.02 -1.97 0.006
O -0.14 -1.05 -1.86 -0.002
C 0.12 -3.29 -2.55 0.004
C 0.93 -4.42 -2.59 0.000
C 0.46 -5.58 -3.18 0.000
C -0.81 -5.60 -3.75 0.000
C -1.62 -4.47 -3.69 0.000
C -1.16 -3.32 -3.08 0.000
H 1.92 -4.36 -2.16 0.000
H 1.08 -6.46 -3.21 0.000
H -1.17 -6.49 -4.23 0.000
H -2.61 -4.50 -4.13 0.000
H -1.77 -2.43 -3.01 0.000
O 2.35 2.08 -0.06 0.096
S 1.90 2.50 -1.39 -0.020
O 2.17 3.87 -1.69 0.005
O 0.52 2.10 -1.62 -0.016
O 2.80 1.66 -2.38 0.001
```

Kohn-Sham gap (alpha / beta), eV: 4.108 / 4.034
Charge: -2
HOMO energy (alpha / beta), eV: -1.639 / -1.561
2S+1: 2
ΔE to the lowest compared entry with this formula, charge and spin, kcal/mol: 36.8
Maximum force, eV Å⁻¹: 4.5


ORCA calculation (the ωB97M-V functional and the def2-TZVPD basis) on a structure of composition C13H11F23O10P2S2 at a distorted geometry.

```
61
Properties=species:S:1:pos:R:3:lowdin_charge:R:1
O -3.19 -6.71 2.73 -0.367
S -3.35 -5.76 1.70 0.877
O -1.93 -5.72 0.88 -0.644
P -0.60 -5.61 1.93 0.813
P 0.93 -4.81 0.56 0.272
O 0.20 -4.25 -0.57 -0.323
O 1.87 -6.00 0.01 -0.158
O 1.80 -3.60 1.21 -0.158
O -4.33 -6.40 0.44 -0.403
S -5.90 -6.53 0.80 0.620
O -6.51 -7.27 -0.23 -0.196
O -6.08 -7.19 2.03 -0.213
C -6.69 -4.86 1.01 -0.479
F -5.81 -3.91 1.29 0.130
F -7.47 -4.95 2.06 0.166
C -7.55 -4.38 -0.22 -0.389
F -7.45 -3.04 -0.23 0.161
F -7.09 -4.79 -1.38 0.188
C -9.08 -4.67 -0.07 -0.624
F -9.63 -3.79 0.71 0.226
F -9.33 -5.89 0.30 0.220
F -9.60 -4.51 -1.28 0.194
H -0.82 -4.60 2.91 -0.060
H 2.29 -5.62 -0.77 0.091
H 1.59 -3.56 2.16 0.058
C 1.45 2.33 1.44 -0.041
C 2.32 1.60 0.40 -0.432
C 1.76 0.29 -0.14 -0.294
F 1.60 -0.62 0.85 0.084
F 2.62 -0.25 -1.04 0.099
F 3.56 1.43 0.90 0.135
F 2.46 2.45 -0.67 0.090
O 1.78 2.13 2.80 0.052
C 1.28 1.02 3.44 -0.534
C 2.39 0.05 3.87 -0.276
F 3.12 -0.35 2.81 0.098
F 1.84 -1.05 4.43 0.091
F 0.35 0.42 2.68 0.138
F 0.65 1.46 4.55 0.150
H 1.63 3.40 1.27 0.148
H 0.39 2.19 1.25 0.149
H 0.80 0.45 -0.64 0.178
H 3.05 0.53 4.59 0.178
C 3.77 4.92 -2.06 -0.049
C 2.53 5.83 -2.05 -0.436
C 1.93 6.17 -3.41 -0.297
F 2.81 6.83 -4.20 0.093
F 0.85 6.98 -3.25 0.095
F 2.81 6.96 -1.36 0.133
F 1.56 5.18 -1.34 0.097
O 5.03 5.56 -1.97 0.051
C 5.61 6.04 -3.13 -0.534
C 5.75 7.56 -3.11 -0.280
F 4.55 8.16 -2.95 0.097
F 6.26 7.99 -4.29 0.100
F 4.94 5.60 -4.21 0.140
F 6.85 5.50 -3.19 0.148
H 3.71 4.33 -1.15 0.129
H 3.74 4.19 -2.87 0.149
H 1.60 5.26 -3.93 0.175
H 6.41 7.88 -2.30 0.176
```

Kohn-Sham gap, eV: 9.029
HOMO energy, eV: -9.722
Maximum force, eV Å⁻¹: 3.0


ORCA calculation (the ωB97M-V functional and the def2-TZVPD basis) on the molecule C13H11N3O3S2.

```
32
Properties=species:S:1:pos:R:3:lowdin_charge:R:1
O -1.76 1.56 -0.25 0.079
C -0.67 1.66 -0.77 -0.426
N 0.26 0.67 -0.63 0.069
N -0.01 -0.44 0.14 0.050
C 0.93 -1.34 0.39 -0.814
S 2.48 -1.21 -0.21 0.639
N 0.61 -2.43 1.17 0.095
C -0.61 -2.69 1.76 -0.469
O -1.57 -1.96 1.63 0.057
C -0.66 -3.92 2.55 -0.438
C 0.29 -4.87 2.83 -0.108
C -0.20 -5.90 3.64 -0.176
C -1.51 -5.72 3.98 -0.395
S -2.17 -4.29 3.31 1.106
H -2.12 -6.35 4.59 0.066
H 0.39 -6.73 3.97 0.105
H 1.30 -4.85 2.46 0.111
H 1.37 -3.07 1.31 0.108
H -0.96 -0.51 0.53 0.139
H 1.24 0.72 -0.92 0.056
C -0.23 2.81 -1.59 -0.144
C 0.82 2.76 -2.50 -0.022
C 1.16 3.88 -3.24 -0.016
C 0.46 5.08 -3.06 -0.316
C -0.60 5.13 -2.15 0.003
C -0.94 4.01 -1.43 -0.004
H -1.76 4.03 -0.73 0.122
H -1.13 6.06 -2.04 0.120
O 0.77 6.20 -3.75 0.066
H 1.51 6.03 -4.35 0.111
H 1.97 3.84 -3.95 0.115
H 1.36 1.85 -2.68 0.113
```

Kohn-Sham gap, eV: 8.225
SMILES: O=C(NNC(=S)NC(=O)c1cccs1)c1ccc(O)cc1
HOMO energy, eV: -8.535
ΔE to the lowest compared entry with this formula, charge and spin, kcal/mol: 0.0
Maximum force, eV Å⁻¹: 0.8